[1]
{"formula": "C3H8O2", "method": "wB97M-V/def2-TZVPD", "energy_ev": -7335.1011, "de_lowest_kj_mol": 91.6, "fmax_ev_per_a": 1.0, "lumo_energy_ev": 0.7, "orbital_gap_ev": 9.8206, "symbols": ["C", "C", "O", "C", "H", "H", "H", "H", "H", "H", "H", "H", "O"], "positions_angstrom": [[0.192, 2.241, -0.098], [0.034, 0.940, 0.124], [-0.845, 0.166, -0.590], [0.784, 0.139, 1.133], [0.912, 2.787, 0.486], [-0.332, 2.703, -0.926], [-1.292, 0.762, -1.204], [1.107, 0.799, 1.939], [0.200, -0.686, 1.507], [1.703, -0.229, 0.651], [-0.347, -2.913, 0.354], [-0.504, -2.091, -0.909], [0.012, -2.820, -0.535]], "atomic_forces_ev_per_a": [[-0.0462, -0.4829, -0.1872], [-0.0965, 0.0132, 0.1546], [-0.0462, 0.2035, -0.1580], [0.7849, 0.5871, -0.3053], [-0.0288, 0.2366, -0.0124], [0.0535, 0.2612, 0.1393], [-0.0969, -0.2214, -0.0710], [-0.1150, -0.1626, 0.0821], [-0.1125, -0.2160, 0.1487], [-0.3271, -0.2391, 0.1853], [0.0630, -0.0691, -0.0864], [0.2044, -0.0180, 0.0884], [-0.2368, 0.1075, 0.0219]]}

[2]
{"formula": "C30H29N4OPPtS2", "method": "wB97M-V/def2-TZVPD", "energy_ev": -73783.9465, "de_lowest_kj_mol": 0.0, "fmax_ev_per_a": 0.1, "lumo_energy_ev": -5.8, "orbital_gap_ev": 8.3387, "total_charge": 2, "symbols": ["Pt", "O", "N", "C", "C", "C", "C", "C", "C", "C", "P", "C", "C", "C", "C", "C", "C", "C", "C", "C", "C", "C", "C", "H", "H", "H", "H", "H", "H", "H", "H", "H", "H", "H", "H", "H", "H", "H", "H", "S", "C", "N", "C", "C", "C", "N", "H", "H", "H", "H", "H", "H", "H", "H", "S", "C", "N", "C", "C", "C", "C", "C", "C", "H", "H", "H", "H", "H"], "positions_angstrom": [[-0.699, 0.128, -0.322], [-3.341, -1.152, 0.134], [-2.149, -0.847, 0.780], [-2.103, -1.338, 1.957], [-0.979, -1.241, 2.886], [-0.943, -2.200, 3.893], [0.075, -2.198, 4.837], [1.043, -1.212, 4.795], [0.996, -0.226, 3.812], [0.000, -0.231, 2.848], [-0.119, 1.110, 1.630], [-1.449, 2.183, 2.192], [-1.797, 2.253, 3.539], [-2.795, 3.126, 3.946], [-3.439, 3.930, 3.016], [-3.090, 3.867, 1.673], [-2.098, 2.993, 1.258], [1.421, 2.025, 1.713], [2.612, 1.389, 1.355], [3.810, 2.073, 1.436], [3.823, 3.400, 1.859], [2.642, 4.036, 2.203], [1.435, 3.351, 2.135], [-3.556, -0.369, -0.393], [-2.984, -1.887, 2.279], [-1.717, -2.956, 3.937], [0.099, -2.957, 5.607], [1.832, -1.191, 5.534], [1.743, 0.557, 3.810], [-1.295, 1.633, 4.271], [-3.068, 3.181, 4.992], [-4.215, 4.611, 3.340], [-3.590, 4.499, 0.951], [-1.821, 2.946, 0.210], [2.601, 0.357, 1.020], [4.734, 1.579, 1.171], [4.761, 3.935, 1.919], [2.654, 5.067, 2.532], [0.517, 3.850, 2.414], [0.797, 1.399, -1.524], [1.436, 0.419, -2.807], [1.641, -0.883, -2.679], [2.154, -1.759, -3.739], [1.989, -1.083, -5.089], [2.501, 0.345, -5.010], [1.794, 1.033, -3.925], [1.423, -1.286, -1.782], [1.596, -2.695, -3.697], [3.204, -1.981, -3.540], [0.938, -1.077, -5.383], [2.543, -1.638, -5.844], [2.311, 0.890, -5.931], [3.576, 0.367, -4.817], [1.586, 2.016, -4.001], [-2.363, -1.360, -4.362], [-1.883, -0.325, -3.098], [-1.343, -0.903, -2.062], [-1.263, -2.284, -2.233], [-0.719, -3.199, -1.329], [-0.705, -4.531, -1.683], [-1.224, -4.961, -2.914], [-1.763, -4.066, -3.813], [-1.774, -2.717, -3.458], [-2.019, 0.745, -3.158], [-0.327, -2.865, -0.375], [-0.292, -5.261, -1.000], [-1.205, -6.013, -3.159], [-2.166, -4.400, -4.759]], "atomic_forces_ev_per_a": [[0.0324, 0.0167, 0.0540], [0.0025, 0.0094, -0.0070], [0.0798, -0.0599, 0.1111], [-0.0507, 0.0219, -0.0681], [-0.0013, -0.0296, -0.0078], [-0.0085, -0.0030, -0.0056], [-0.0090, -0.0056, -0.0034], [0.0088, 0.0070, 0.0010], [0.0058, 0.0160, 0.0051], [-0.0232, 0.0421, 0.0049], [-0.0222, -0.0780, -0.0225], [0.0074, 0.0230, -0.0257], [-0.0125, -0.0124, 0.0101], [-0.0105, 0.0149, 0.0058], [0.0035, -0.0009, 0.0006], [0.0191, -0.0135, -0.0076], [-0.0078, -0.0082, 0.0225], [0.0016, -0.0033, -0.0378], [0.0129, 0.0057, 0.0130], [-0.0077, -0.0013, 0.0036], [-0.0027, -0.0041, -0.0047], [0.0072, 0.0042, 0.0037], [0.0047, 0.0275, 0.0155], [-0.0014, -0.0049, -0.0024], [0.0026, 0.0049, -0.0030], [0.0017, -0.0018, 0.0019], [-0.0012, 0.0008, -0.0005], [-0.0005, 0.0010, -0.0018], [0.0025, -0.0024, -0.0056], [0.0048, -0.0014, 0.0015], [0.0021, -0.0030, 0.0001], [-0.0015, -0.0003, -0.0025], [-0.0023, 0.0022, 0.0038], [-0.0017, 0.0003, 0.0048], [-0.0045, 0.0057, 0.0053], [0.0039, 0.0039, 0.0004], [0.0008, -0.0006, 0.0008], [0.0028, -0.0003, -0.0022], [0.0082, -0.0081, -0.0032], [-0.0234, 0.0530, -0.0229], [0.0355, -0.0290, -0.0023], [-0.0117, -0.0081, 0.0040], [-0.0112, -0.0128, -0.0058], [0.0214, -0.0103, 0.0071], [0.0071, 0.0241, 0.0087], [-0.0080, -0.0318, -0.0211], [-0.0253, -0.0029, 0.0105], [0.0020, 0.0083, 0.0069], [0.0041, 0.0045, -0.0020], [-0.0248, -0.0003, -0.0003], [-0.0041, 0.0012, 0.0001], [-0.0065, -0.0028, 0.0014], [0.0023, 0.0015, -0.0083], [0.0137, 0.0040, 0.0102], [0.0319, 0.0247, -0.0148], [-0.0245, -0.0022, -0.0037], [-0.0326, -0.0112, -0.0182], [0.0057, 0.0281, -0.0211], [0.0051, 0.0041, -0.0010], [0.0015, 0.0046, 0.0031], [-0.0037, -0.0037, 0.0001], [0.0006, -0.0022, -0.0003], [0.0032, -0.0119, 0.0151], [-0.0046, -0.0045, -0.0026], [-0.0022, 0.0036, -0.0022], [0.0008, 0.0026, 0.0009], [0.0025, 0.0007, -0.0002], [-0.0007, 0.0038, 0.0009]]}

[3]
{"formula": "C3H4CdO3", "method": "wB97M-V/def2-TZVPD", "energy_ev": -13881.1089, "de_lowest_kj_mol": 0.0, "fmax_ev_per_a": 4.2, "lumo_energy_ev": 0.3, "orbital_gap_ev": 9.8644, "symbols": ["C", "C", "H", "H", "H", "O", "C", "O", "O", "Cd", "H"], "positions_angstrom": [[-1.804, -2.365, 1.098], [-1.657, -1.053, 1.369], [-1.320, -2.847, 0.239], [-2.275, -0.705, 2.213], [-2.434, -3.035, 1.701], [1.527, 0.807, -0.315], [0.857, 1.489, -1.143], [-0.400, 1.421, -1.171], [1.460, 2.279, -2.016], [-0.254, 0.107, 0.401], [1.625, 1.795, -2.836]], "atomic_forces_ev_per_a": [[0.0526, 0.3641, -0.1447], [-0.5830, -1.2968, 0.6998], [0.0024, 0.1206, 0.4459], [0.4760, 0.0329, -0.3102], [0.0466, 0.3803, -0.2940], [1.4913, 0.8369, -0.5163], [-0.5801, -0.2438, -0.4785], [0.1674, 1.4661, -1.4032], [0.9664, 0.5817, -0.7413], [-2.0474, -2.4277, 2.7004], [0.0079, 0.1857, 0.0421]]}